[1]
{
  "formula": "H20O10",
  "method": "ωB97M-V/def2-TZVPD",
  "symbols": ["O", "H", "H", "O", "H", "H", "O", "H", "H", "O", "H", "H", "O", "H", "H", "O", "H", "H", "O", "H", "H", "O", "H", "H", "O", "H", "H", "O", "H", "H"],
  "coordinates": [[-0.513, 3.980, -0.638], [-0.665, 3.126, -0.232], [0.296, 4.296, -0.236], [1.033, -0.074, 3.026], [0.846, -0.271, 3.944], [0.553, 0.735, 2.851], [-4.552, 2.686, 0.111], [-3.821, 2.181, -0.246], [-5.315, 2.385, -0.383], [1.112, -3.770, -0.486], [1.166, -4.679, -0.191], [1.974, -3.589, -0.863], [-0.611, 4.029, -4.460], [-0.632, 3.910, -3.511], [-0.209, 3.227, -4.794], [1.554, 0.905, -4.242], [1.979, 0.123, -4.594], [2.266, 1.407, -3.846], [-0.030, -3.855, 3.725], [0.244, -3.616, 2.839], [-0.933, -4.156, 3.623], [-0.396, 0.090, -0.851], [0.042, 0.203, -1.695], [0.151, -0.539, -0.379], [-3.375, -1.803, 1.567], [-3.504, -1.609, 2.495], [-2.565, -1.348, 1.337], [4.801, -1.404, 1.697], [5.177, -1.533, 2.568], [3.930, -1.041, 1.864]],
  "forces_ev_per_angstrom": [[-0.091, 0.101, -0.256], [-0.082, -0.333, 0.056], [0.200, 0.147, 0.070], [0.169, -0.121, -0.241], [-0.038, -0.166, 0.261], [-0.103, 0.231, -0.086], [0.011, 0.166, 0.217], [0.200, -0.126, -0.107], [-0.206, -0.062, -0.108], [-0.212, 0.227, 0.062], [-0.026, -0.254, 0.070], [0.251, 0.062, -0.081], [-0.037, 0.192, -0.184], [-0.048, 0.031, 0.397], [0.116, -0.264, -0.114], [-0.309, 0.058, 0.131], [0.058, -0.226, -0.157], [0.194, 0.208, 0.098], [0.134, 0.027, 0.247], [0.111, 0.123, -0.278], [-0.248, -0.086, -0.014], [-0.213, 0.253, 0.234], [0.083, 0.067, -0.375], [0.135, -0.263, 0.164], [-0.114, -0.192, -0.084], [-0.089, 0.058, 0.232], [0.227, 0.133, -0.167], [0.116, -0.064, -0.255], [0.119, -0.047, 0.200], [-0.309, 0.122, 0.064]],
  "total_charge": 0,
  "smiles": "O.O.O.O.O.O.O.O.O.O",
  "e_above_lowest_kj_mol": 322.5,
  "lumo_energy_ev": -0.15
}

[2]
{
  "formula": "H21O10",
  "method": "ωB97M-V/def2-TZVPD",
  "symbols": ["O", "H", "H", "O", "H", "H", "O", "H", "H", "O", "H", "H", "O", "H", "H", "O", "H", "H", "O", "H", "H", "O", "H", "H", "O", "H", "O", "H", "H", "H", "H"],
  "coordinates": [[2.437, 1.009, -1.215], [2.047, 1.424, -0.451], [-0.348, -2.554, -0.686], [-2.461, -0.730, -1.648], [-3.393, -0.586, -1.875], [-2.157, -0.097, -2.301], [-3.066, -2.608, 0.845], [-2.039, -3.027, -0.684], [-2.878, -1.921, 1.483], [0.717, 2.182, 2.884], [1.393, 1.544, 2.568], [0.515, 2.533, 2.003], [3.012, 0.422, 2.069], [-2.952, -3.436, 1.302], [3.398, -0.326, 2.585], [0.827, -1.341, -1.409], [1.495, -0.814, -0.931], [3.698, 1.079, 1.905], [-0.318, -1.869, 0.503], [1.471, -1.989, -1.796], [-0.859, -1.026, 0.462], [1.803, 3.582, -2.080], [1.712, 3.016, -2.840], [0.593, -1.555, 0.736], [-1.249, -2.987, -1.278], [2.537, 1.628, -1.931], [-1.953, 2.083, 1.950], [-2.366, 2.958, 1.948], [0.939, 3.745, -1.685], [-1.349, -2.172, -1.859], [-1.207, 1.832, 1.431]],
  "forces_ev_per_angstrom": [[0.219, -1.822, 0.316], [0.091, 0.802, -0.018], [-2.269, -0.323, 0.225], [-0.669, 0.820, -0.736], [-0.422, -0.766, 0.751], [1.134, 0.389, -0.165], [-0.092, -0.053, -0.906], [0.271, 0.477, 0.146], [0.000, 0.205, 0.320], [0.803, -0.730, -1.536], [0.051, 0.047, 1.075], [-0.364, 0.693, 0.580], [-0.108, -0.848, 0.267], [-0.083, -0.431, 0.512], [-0.202, 1.135, -0.559], [2.622, -0.955, -1.562], [-0.339, 0.735, -0.455], [0.209, -0.280, 0.184], [0.506, 1.889, 2.813], [-0.953, 0.603, -0.180], [0.703, -1.439, -0.129], [0.439, 0.430, 0.639], [-0.633, 0.101, -0.589], [-1.200, -0.491, -0.054], [1.572, 0.473, -1.310], [-0.029, 0.611, 0.293], [-1.874, -0.871, 1.243], [1.037, -0.228, -0.763], [-0.031, -0.104, -0.412], [-0.794, -1.105, 0.589], [0.404, 1.036, -0.579]],
  "total_charge": 1,
  "e_above_lowest_kj_mol": 303.8,
  "lumo_energy_ev": -3.42
}

[3]
{
  "formula": "H21O10",
  "method": "ωB97M-V/def2-TZVPD",
  "symbols": ["O", "H", "H", "H", "O", "H", "H", "O", "H", "H", "O", "H", "H", "O", "H", "H", "O", "H", "H", "O", "H", "H", "O", "H", "H", "O", "H", "H", "O", "H", "H"],
  "coordinates": [[-11.383, -21.379, -51.673], [-11.905, -21.649, -50.862], [-10.999, -20.497, -51.675], [-11.887, -21.453, -52.446], [-10.535, -21.434, -53.946], [-11.464, -20.951, -54.277], [-9.770, -21.129, -54.350], [-13.721, -20.039, -51.973], [-14.207, -20.555, -51.395], [-13.897, -19.139, -51.697], [-11.076, -19.106, -50.957], [-10.193, -18.788, -50.773], [-11.648, -18.404, -50.759], [-11.485, -23.880, -54.969], [-12.159, -23.339, -55.618], [-11.016, -23.144, -54.439], [-13.061, -22.261, -49.777], [-13.801, -22.861, -50.085], [-13.533, -21.628, -49.199], [-8.562, -21.009, -51.011], [-8.042, -20.767, -51.749], [-7.983, -20.579, -50.368], [-12.047, -17.589, -53.021], [-12.096, -16.595, -52.890], [-11.426, -18.060, -52.489], [-12.900, -20.031, -54.649], [-13.726, -19.583, -54.763], [-13.160, -20.313, -53.784], [-12.766, -23.759, -52.613], [-12.422, -23.903, -53.576], [-13.385, -24.354, -52.628]],
  "forces_ev_per_angstrom": [[0.902, -1.979, 1.984], [-0.231, 0.096, -0.134], [0.221, 0.895, 0.719], [-1.312, -0.957, -1.646], [-5.570, 0.225, 0.455], [4.054, -1.068, -0.014], [1.740, 1.303, -1.687], [1.263, 1.520, -1.506], [-1.606, -1.889, 1.703], [0.016, 0.452, -0.320], [1.647, -0.705, -0.083], [0.533, 0.018, 0.288], [-1.509, 1.499, 0.605], [-1.985, 3.114, -1.262], [2.702, -1.945, 2.324], [-0.586, -1.076, -1.412], [-1.784, -0.146, -0.150], [1.471, 0.661, 0.296], [0.537, -0.421, -0.129], [-0.221, 0.578, 1.252], [0.559, -0.083, -2.063], [-0.318, -0.330, 0.838], [-1.733, 2.032, -0.818], [0.682, -2.035, 0.081], [0.871, 0.303, 0.371], [0.402, -0.552, -0.187], [-0.653, 1.019, -1.370], [0.075, -0.595, 1.615], [5.656, 5.033, -1.912], [0.030, 0.399, 1.612], [-5.855, -5.366, 0.549]],
  "total_charge": 1,
  "e_above_lowest_kj_mol": 300.6,
  "lumo_energy_ev": -3.30
}

[4]
{
  "formula": "H21O11",
  "method": "ωB97M-V/def2-TZVPD",
  "symbols": ["O", "H", "O", "H", "H", "O", "H", "H", "O", "H", "H", "O", "H", "H", "O", "H", "H", "O", "H", "H", "O", "H", "H", "O", "H", "H", "O", "H", "H", "O", "H", "H"],
  "coordinates": [[0.068, -0.339, 0.139], [-0.480, 0.422, -0.084], [-0.993, -2.538, -0.958], [-0.740, -1.682, -0.587], [-1.784, -2.792, -0.476], [-2.827, -0.158, 0.333], [-1.922, -0.386, 0.301], [-2.975, 0.607, 0.880], [2.424, -1.419, 0.476], [2.456, -1.959, 1.320], [1.570, -0.991, 0.412], [1.748, -0.230, -2.144], [1.528, -0.919, -2.790], [1.178, -0.399, -1.379], [-0.200, -2.120, 2.263], [0.038, -1.533, 1.527], [-1.052, -1.906, 2.623], [-2.219, -0.279, -2.477], [-1.570, -0.202, -1.814], [-2.969, 0.179, -2.079], [1.089, 0.365, 2.469], [0.777, -0.408, 2.955], [0.739, 0.108, 1.574], [-0.322, 2.899, 1.583], [-0.229, 3.680, 2.127], [0.551, 2.528, 1.677], [1.853, 2.128, 0.064], [1.312, 1.342, -0.074], [2.687, 1.782, 0.316], [0.043, 1.738, -2.543], [0.822, 1.232, -2.548], [-0.606, 1.257, -3.092]],
  "forces_ev_per_angstrom": [[-0.679, 0.253, -0.630], [0.440, 0.423, 0.080], [-0.309, -0.790, -0.334], [0.599, 0.215, 0.297], [-0.027, -0.027, -0.041], [-2.553, -0.145, -0.393], [1.827, -0.202, 0.499], [0.489, 0.339, 0.334], [1.566, -1.739, 1.405], [-0.379, 1.239, -1.581], [-0.373, 0.049, 0.083], [0.432, -0.362, -0.881], [0.080, 0.175, 0.422], [-0.271, -0.215, 0.297], [0.937, -0.996, 0.509], [-0.956, -0.009, -0.188], [-0.506, 0.471, -0.237], [-1.525, 0.287, -1.613], [1.414, -0.079, 1.154], [0.044, -0.146, -0.007], [-0.143, -0.221, 0.055], [0.200, 0.153, 0.397], [0.182, 0.877, 0.399], [-0.734, 0.470, 0.304], [-0.350, 0.386, 0.098], [0.686, -0.777, -0.357], [-0.806, 0.712, -0.276], [-0.107, -0.081, -0.118], [1.250, -0.644, 0.374], [-2.792, 1.535, -0.484], [1.882, -1.379, -0.019], [0.480, 0.230, 0.453]],
  "total_charge": -1,
  "e_above_lowest_kj_mol": 121.4,
  "lumo_energy_ev": 3.11
}

no.,maximum force (hartree/bohr)
1,0.0079
2,0.0666
3,0.1548
4,0.0627